1.
{"formula": "C12H24AlI2O3", "method": "ωB97M-V/def2-TZVPD", "elements": ["C", "O", "C", "C", "C", "C", "Al", "C", "I", "C", "C", "I", "H", "H", "H", "H", "H", "H", "H", "H", "H", "H", "H", "H", "H", "H", "H", "H", "O", "C", "O", "C", "C", "C", "H", "H", "H", "H", "H", "H", "H", "H"], "xyz": [[3.172, -3.339, -0.586], [3.108, -2.711, -1.846], [3.391, -1.317, -1.763], [2.223, -0.471, -1.165], [1.405, 0.230, -2.271], [0.276, 1.118, -1.664], [-1.652, 0.506, -1.919], [-1.961, -1.531, -1.888], [-0.410, -3.016, -2.006], [-3.206, -1.957, -1.813], [-4.380, -0.976, -1.762], [-3.781, -4.055, -1.796], [3.107, -2.609, 0.234], [2.344, -4.049, -0.445], [4.101, -3.933, -0.510], [4.314, -1.213, -1.161], [3.567, -0.921, -2.771], [1.594, -1.103, -0.524], [2.687, 0.282, -0.508], [2.134, 0.908, -2.759], [1.077, -0.468, -3.052], [0.429, 1.286, -0.589], [0.343, 2.113, -2.135], [-2.195, 1.111, -3.313], [-2.573, 1.113, -0.728], [-5.307, -1.507, -1.526], [-4.167, -0.284, -0.937], [-4.426, -0.396, -2.690], [-0.764, 3.137, 0.657], [-0.579, 2.781, 1.782], [0.310, 1.789, 2.030], [0.757, 1.432, 3.334], [-0.171, 0.423, 3.980], [-1.387, 3.341, 2.931], [0.906, 2.318, 3.955], [1.741, 0.982, 3.196], [-1.170, 0.834, 4.126], [0.219, 0.109, 4.951], [-0.276, -0.455, 3.343], [-2.301, 2.759, 3.041], [-1.649, 4.369, 2.691], [-0.849, 3.369, 3.878]], "atomic_forces_ev_per_a": [[0.010, -0.356, 0.126], [-0.091, 0.075, -0.130], [-0.460, 0.272, 0.545], [0.650, -0.391, -0.423], [0.467, 0.984, 0.808], [-0.195, -0.602, -0.473], [0.736, 0.645, 0.213], [0.476, -0.561, -0.043], [-0.156, 0.614, 0.007], [-0.585, 0.041, -0.131], [0.343, -0.644, 0.577], [-0.278, 0.403, 0.026], [0.137, -0.210, -0.121], [0.049, 0.287, -0.267], [-0.092, 0.337, 0.121], [-0.164, 0.196, -0.214], [0.163, -0.457, 0.109], [0.035, 0.102, -0.189], [-0.349, 0.027, -0.195], [-0.158, -0.297, -0.076], [-0.017, -0.054, 0.327], [0.200, -0.092, -0.259], [-0.214, -0.182, 0.204], [-0.161, -0.201, -0.245], [-0.035, -0.115, 0.150], [0.042, 0.217, -0.347], [-0.149, -0.007, -0.288], [-0.203, -0.181, 0.134], [0.227, 0.126, 0.176], [-0.403, -0.034, -0.058], [0.347, 0.044, -0.203], [-0.138, -0.121, 0.131], [-0.150, -0.016, 0.019], [0.257, 0.362, 0.237], [-0.084, 0.016, -0.001], [-0.026, 0.046, -0.167], [0.037, 0.039, 0.054], [0.011, 0.005, -0.015], [0.078, 0.022, -0.005], [0.037, -0.032, 0.002], [-0.112, -0.108, -0.162], [-0.080, -0.199, 0.049]], "nbo_charge": [-0.254, -0.553, -0.058, -0.429, -0.396, -0.964, 1.150, -0.607, 0.059, -0.154, -0.694, -0.026, 0.172, 0.187, 0.158, 0.144, 0.185, 0.212, 0.189, 0.168, 0.196, 0.218, 0.210, -0.407, -0.418, 0.212, 0.257, 0.236, -0.529, 0.793, -0.507, -0.063, -0.636, -0.741, 0.165, 0.193, 0.206, 0.206, 0.230, 0.245, 0.239, 0.206], "e_tot_ev": -41773.6880, "de_lowest_kcal_mol": 5.7, "mol_weight_g_mol": 497.1, "orbital_gap_ev": 7.297, "charge": -1}

---

2.
{"formula": "C12H24BrClMgO10", "method": "ωB97M-V/def2-TZVPD", "elements": ["Mg", "Cl", "Br", "C", "O", "C", "O", "O", "C", "H", "H", "H", "H", "H", "H", "C", "O", "C", "O", "O", "C", "H", "H", "H", "H", "H", "H", "C", "O", "C", "O", "O", "C", "H", "H", "H", "H", "H", "H", "C", "C", "O", "C", "H", "H", "H", "H", "H", "H"], "xyz": [[9.899, -16.207, -25.175], [11.133, -15.079, -26.813], [8.544, -17.238, -23.382], [7.807, -15.466, -28.580], [6.923, -14.722, -27.722], [7.187, -14.853, -26.441], [8.132, -15.468, -26.008], [6.294, -14.207, -25.712], [6.536, -14.238, -24.311], [7.338, -15.429, -29.554], [7.912, -16.484, -28.208], [8.797, -15.011, -28.577], [5.816, -13.565, -23.853], [7.550, -13.911, -24.085], [6.397, -15.236, -23.896], [11.695, -12.339, -24.776], [11.687, -12.842, -23.428], [10.734, -13.685, -23.106], [10.031, -14.304, -23.873], [10.654, -13.758, -21.784], [9.578, -14.536, -21.255], [10.682, -12.236, -25.153], [12.263, -12.979, -25.442], [12.189, -11.369, -24.725], [8.818, -14.729, -22.010], [9.175, -14.002, -20.402], [9.943, -15.517, -20.947], [14.121, -15.783, -24.766], [13.903, -16.737, -23.726], [12.660, -17.120, -23.503], [11.710, -16.831, -24.204], [12.656, -17.860, -22.417], [11.463, -18.602, -22.087], [14.803, -15.019, -24.389], [13.200, -15.318, -25.102], [14.616, -16.263, -25.610], [10.895, -18.057, -21.344], [11.805, -19.554, -21.683], [10.863, -18.788, -22.971], [11.515, -19.585, -26.548], [10.160, -19.075, -26.191], [9.886, -17.896, -26.291], [9.142, -20.063, -25.734], [12.016, -19.806, -25.592], [12.120, -18.863, -27.085], [11.445, -20.541, -27.065], [8.153, -19.667, -25.959], [9.173, -20.163, -24.647], [9.308, -21.024, -26.215]], "atomic_forces_ev_per_a": [[0.107, 0.808, -0.007], [0.268, 0.211, -0.331], [-0.471, -0.461, 0.502], [0.223, 0.040, 0.084], [-0.285, -0.067, 0.004], [-0.049, 0.316, -0.055], [0.129, -0.170, 0.288], [0.022, -0.041, -0.496], [0.015, 0.010, 0.868], [0.047, -0.058, -0.109], [-0.111, -0.022, -0.131], [-0.036, 0.032, -0.056], [-0.014, 0.070, -0.182], [-0.014, -0.011, -0.068], [0.075, -0.045, -0.200], [0.272, 0.238, -0.220], [0.165, 0.337, 0.016], [-0.019, -0.294, 0.343], [-0.164, -0.021, -0.382], [0.094, 0.222, -0.086], [-0.235, -0.619, -0.026], [-0.028, -0.069, -0.013], [-0.124, -0.269, 0.047], [-0.129, -0.028, 0.142], [0.028, 0.171, 0.069], [0.055, 0.114, 0.039], [0.103, 0.135, 0.042], [0.434, 0.537, -0.442], [0.049, 0.088, 0.207], [0.090, 0.184, -0.222], [0.023, -0.277, 0.275], [-0.090, -0.343, 0.083], [0.271, -0.281, -0.091], [-0.110, -0.157, 0.201], [-0.158, -0.117, -0.052], [-0.182, -0.164, 0.045], [-0.153, 0.078, -0.054], [0.081, 0.143, 0.086], [-0.133, 0.228, 0.002], [0.336, -0.312, 0.563], [-0.072, 0.026, -0.372], [0.039, -0.196, 0.000], [-0.322, 0.025, -0.095], [-0.010, 0.018, -0.133], [-0.117, 0.134, -0.094], [0.042, 0.067, -0.135], [-0.025, -0.071, -0.024], [0.175, -0.027, 0.022], [-0.094, -0.111, 0.146]], "nbo_charge": [1.734, -0.899, -0.890, -0.267, -0.477, 1.027, -0.744, -0.477, -0.272, 0.195, 0.197, 0.224, 0.193, 0.203, 0.215, -0.260, -0.487, 1.022, -0.727, -0.487, -0.269, 0.203, 0.217, 0.191, 0.225, 0.191, 0.192, -0.279, -0.479, 1.028, -0.750, -0.482, -0.257, 0.191, 0.236, 0.192, 0.205, 0.191, 0.211, -0.726, 0.674, -0.666, -0.735, 0.243, 0.254, 0.232, 0.256, 0.269, 0.221], "e_tot_ev": -121324.1322, "de_lowest_kcal_mol": 0.0, "mol_weight_g_mol": 468.0, "orbital_gap_ev": 9.064}

---

3.
{"formula": "C12H24BrFINO14S4", "method": "ωB97M-V/def2-TZVPD", "elements": ["C", "C", "C", "I", "N", "C", "C", "C", "Br", "S", "O", "O", "F", "H", "H", "H", "H", "H", "H", "H", "H", "H", "H", "H", "H", "O", "S", "O", "O", "C", "C", "O", "H", "H", "H", "H", "O", "S", "O", "O", "C", "C", "O", "H", "H", "H", "H", "O", "S", "O", "O", "C", "C", "O", "H", "H", "H", "H"], "xyz": [[1.346, 2.248, -2.117], [2.685, 1.780, -1.439], [2.654, 1.802, 0.119], [4.713, 1.776, 0.870], [1.775, 0.814, 0.796], [1.624, -0.479, 0.096], [2.964, -1.286, -0.046], [2.657, -2.708, -0.667], [3.546, -1.659, 1.828], [0.302, 1.444, 1.290], [-0.677, 1.643, 0.248], [-0.222, 0.506, 2.239], [0.607, 2.791, 2.160], [1.534, 2.599, -3.160], [0.616, 1.421, -2.168], [0.864, 3.092, -1.573], [3.029, 0.829, -1.892], [3.439, 2.548, -1.741], [2.273, 2.810, 0.406], [1.064, -0.414, -0.868], [0.988, -1.120, 0.755], [3.743, -0.747, -0.614], [3.541, -3.082, -1.220], [2.507, -3.415, 0.183], [1.709, -2.726, -1.244], [-2.498, -1.122, -0.212], [-2.175, -0.342, -1.350], [-1.066, 0.544, -1.386], [-3.499, 0.472, -1.794], [-3.842, 0.136, -3.143], [-3.334, -1.278, -3.341], [-2.094, -1.324, -2.633], [-3.334, 0.839, -3.809], [-4.918, 0.212, -3.291], [-3.186, -1.525, -4.390], [-4.010, -2.009, -2.889], [4.196, -5.913, 3.206], [2.780, -5.848, 3.220], [1.987, -6.227, 2.107], [2.348, -4.367, 3.684], [1.533, -4.444, 4.856], [1.984, -5.704, 5.567], [2.245, -6.641, 4.519], [0.489, -4.518, 4.541], [1.663, -3.554, 5.469], [1.230, -6.091, 6.249], [2.916, -5.539, 6.113], [-2.334, 4.882, -3.443], [-3.373, 5.432, -2.647], [-4.249, 6.437, -3.127], [-2.732, 5.923, -1.252], [-3.375, 5.255, -0.161], [-3.827, 3.926, -0.728], [-4.261, 4.221, -2.060], [-4.227, 5.862, 0.156], [-2.687, 5.135, 0.673], [-4.635, 3.482, -0.150], [-2.995, 3.219, -0.792]], "atomic_forces_ev_per_a": [[0.057, -0.289, 0.003], [-0.032, 1.099, -0.602], [-0.658, 0.642, -0.546], [-0.509, 0.048, -0.078], [0.590, 1.979, -0.868], [-0.495, -1.624, 0.426], [-1.207, -0.550, 0.131], [0.076, 0.192, 0.956], [0.285, 0.359, -0.648], [-3.062, -2.627, 1.358], [2.622, 3.570, 2.558], [1.109, 0.449, 0.502], [0.528, -1.268, -1.666], [0.036, -0.309, 0.797], [0.431, 0.650, 0.018], [0.390, -0.566, -0.278], [-0.213, 0.437, 0.511], [-0.345, -0.693, 0.436], [0.579, -0.717, -0.112], [0.755, 0.274, 0.474], [0.383, 0.573, -0.475], [-0.269, -0.300, 0.671], [-0.702, 0.288, 0.032], [0.011, 0.475, -0.722], [0.787, 0.170, -0.043], [0.211, 0.200, 0.199], [-0.402, -0.040, -0.829], [-1.214, -2.357, -2.384], [0.285, -0.503, 0.224], [0.147, 0.203, -0.553], [-0.544, -0.263, 0.130], [0.084, 0.533, 0.119], [-0.032, -0.026, -0.010], [0.026, 0.053, 0.254], [0.248, 0.020, 0.086], [-0.034, 0.030, -0.063], [-0.020, 0.013, -0.280], [-0.198, 0.244, 0.527], [0.189, -0.135, -0.067], [0.338, -0.488, 0.126], [-0.558, -0.041, 0.109], [0.377, 0.273, 0.357], [-0.253, 0.262, -0.470], [0.012, 0.006, 0.049], [0.168, 0.042, -0.196], [-0.006, -0.190, -0.198], [-0.054, 0.038, 0.030], [-0.020, 0.223, -0.145], [-0.005, -0.263, 0.607], [0.045, -0.090, -0.234], [-0.032, -0.415, -0.430], [-0.474, 0.101, 0.315], [0.559, -0.440, 0.258], [-0.021, 0.637, -0.041], [0.018, -0.025, 0.012], [0.161, 0.078, -0.195], [-0.127, 0.055, -0.235], [-0.020, 0.003, 0.094]], "nbo_charge": [-0.630, -0.466, -0.131, 0.099, -0.684, -0.291, -0.221, -0.645, -0.015, 2.473, -0.872, -0.919, -0.468, 0.221, 0.236, 0.213, 0.214, 0.232, 0.231, 0.229, 0.258, 0.227, 0.230, 0.241, 0.218, -0.885, 2.547, -0.890, -0.689, -0.101, -0.103, -0.686, 0.199, 0.214, 0.215, 0.193, -0.892, 2.538, -0.894, -0.679, -0.100, -0.103, -0.683, 0.194, 0.215, 0.213, 0.192, -0.898, 2.538, -0.891, -0.682, -0.100, -0.108, -0.688, 0.190, 0.216, 0.214, 0.208], "e_tot_ev": -167184.6717, "smiles": "CC[C@H](I)N(C[C@H](C)Br)S(=O)(=O)F.O=S1(=O)OCCO1.O=S1(=O)OCCO1.O=S1(=O)OCCO1", "mol_weight_g_mol": 760.4, "orbital_gap_ev": 9.554}